Record 1
Entry from the OMol25 dataset: 3 unconnected molecules or ions with the total composition C36H21N3O10S at a distorted geometry (ωB97M-V with the def2-TZVPD basis set).

CARTESIAN COORDINATES (ANGSTROEM)
O (-3.495, -1.010, 3.693)
N (-2.687, -1.591, 3.118)
O (-1.914, -2.504, 3.983)
C (-1.629, -1.963, 5.183)
C (-1.994, -2.328, 6.401)
C (-2.832, -3.497, 6.792)
C (-2.413, -4.003, 8.181)
S (-0.651, -4.467, 8.164)
C (-0.067, -3.816, 9.674)
N (-0.160, -4.267, 10.875)
N (0.459, -3.350, 11.661)
C (0.898, -2.415, 10.921)
O (0.596, -2.666, 9.624)
C (-1.383, -1.307, 7.285)
O (-1.533, -1.091, 8.450)
O (-0.549, -0.449, 6.537)
C (-0.748, -0.757, 5.232)
O (-0.302, -0.193, 4.273)
H (-2.633, -4.304, 6.096)
H (-3.884, -3.242, 6.774)
H (-3.018, -4.854, 8.471)
H (-2.601, -3.231, 8.915)
H (1.425, -1.532, 11.202)
O (-1.016, 0.109, -4.029)
C (-1.219, -0.965, -3.493)
C (-1.660, -2.134, -4.303)
C (-1.815, -1.987, -5.676)
C (-2.188, -3.072, -6.450)
C (-2.408, -4.310, -5.856)
C (-2.270, -4.459, -4.487)
C (-1.901, -3.372, -3.705)
C (-1.774, -3.543, -2.232)
O (-2.036, -4.605, -1.706)
C (-1.313, -2.382, -1.423)
C (-1.155, -2.533, -0.053)
C (-0.699, -1.473, 0.712)
C (-0.399, -0.257, 0.111)
C (-0.567, -0.096, -1.254)
C (-1.028, -1.153, -2.028)
H (-1.638, -1.024, -6.136)
H (-2.305, -2.956, -7.519)
H (-2.689, -5.160, -6.464)
H (-2.445, -5.419, -4.022)
H (-1.385, -3.481, 0.412)
H (-0.570, -1.593, 1.777)
H (-0.034, 0.568, 0.710)
H (-0.338, 0.850, -1.717)
O (2.907, 6.190, -6.511)
C (2.837, 5.518, -5.503)
C (3.888, 5.613, -4.450)
C (4.944, 6.498, -4.623)
C (5.908, 6.624, -3.638)
C (5.821, 5.867, -2.474)
C (4.780, 4.972, -2.304)
C (3.813, 4.837, -3.292)
C (2.707, 3.856, -3.101)
O (2.672, 3.145, -2.118)
C (1.648, 3.777, -4.142)
C (0.591, 2.894, -3.966)
C (-0.422, 2.825, -4.905)
C (-0.379, 3.645, -6.030)
C (0.679, 4.518, -6.220)
C (1.699, 4.586, -5.281)
H (5.006, 7.089, -5.526)
H (6.728, 7.318, -3.772)
H (6.570, 5.976, -1.700)
H (4.712, 4.378, -1.403)
H (0.562, 2.264, -3.093)
H (-1.241, 2.143, -4.766)
H (-1.175, 3.598, -6.762)
H (0.714, 5.152, -7.096)

Atomic forces in eV per Å
O 0.3839 0.1768 0.0034
N -1.0502 0.1244 -0.5316
O 0.6270 -0.3497 0.4506
C -0.0826 0.1670 -0.3346
C -0.0128 0.0526 -0.3540
C 0.9164 -0.1678 0.7938
C -0.5513 0.1816 0.1622
S 0.0061 -0.2886 -0.0513
C -0.4229 -0.3350 -0.3417
N -0.4934 -0.7023 -0.2871
N 0.1901 -0.0247 1.8577
C -0.3529 -0.4906 -0.9032
O 0.8001 1.4615 -0.3288
C 0.2028 0.5808 1.3017
O -0.0419 -0.3249 -0.6919
O -0.3821 -0.0975 -0.1262
C 0.2229 -0.1038 -1.1218
O -0.1046 -0.0449 0.9100
H -0.2347 0.0103 -0.4431
H -0.2568 -0.0237 0.0245
H 0.0185 -0.2614 -0.0609
H 0.2642 0.1415 0.2082
H 0.1999 0.2977 -0.0722
O -0.0419 -0.3097 0.2977
C 0.0355 0.2259 -0.1787
C -0.0035 -0.0894 0.0951
C -0.0241 -0.0278 -0.1477
C -0.0063 -0.0472 0.0296
C 0.0066 0.0618 -0.0080
C -0.0452 -0.1004 -0.1248
C 0.0485 0.1266 -0.0231
C -0.0468 -0.2295 0.1218
O -0.0011 0.0040 -0.0021
C 0.0059 0.1014 -0.1302
C 0.0337 0.0278 0.1421
C 0.0950 0.0485 -0.1059
C -0.0172 -0.0230 0.0173
C 0.0050 0.0333 0.0988
C -0.0278 -0.1064 -0.0192
H 0.0471 0.0466 0.0952
H 0.0015 0.0001 -0.0073
H -0.0094 -0.0033 -0.0047
H 0.0085 0.0417 0.1149
H -0.0187 -0.0582 -0.1037
H 0.0854 0.0107 0.0294
H 0.0108 -0.0010 0.0058
H -0.0262 0.0290 -0.1146
O 0.0069 0.0003 0.0146
C 0.0016 0.1275 -0.2183
C -0.0576 -0.0981 0.0885
C 0.1314 0.0932 0.0257
C -0.0131 -0.0346 0.0486
C -0.0055 0.0233 -0.0609
C 0.1305 0.0428 0.0853
C -0.0407 0.0594 -0.1195
C -0.0249 -0.1656 0.2150
O 0.0020 0.0260 -0.0057
C 0.0683 0.0957 -0.0790
C -0.1174 -0.0176 -0.0525
C 0.0331 0.3660 -0.2492
C 0.0712 -0.0106 0.1036
C -0.1516 -0.0582 -0.1089
C 0.0451 -0.0315 0.1277
H -0.1086 -0.0348 -0.0432
H 0.0051 0.0051 0.0001
H 0.0105 -0.0042 0.0005
H -0.0930 -0.0706 -0.0405
H 0.0920 -0.0256 0.0811
H -0.0554 -0.0718 0.0296
H -0.0076 0.0024 -0.0060
H 0.1167 0.0407 0.0221

## Properties
- Total energy: -2699.2463 a.u.
- Charge: 0
- HOMO level: -9.590 eV
- LUMO level: -1.32 eV
- Gap between HOMO and LUMO: 8.3 eV
- Structure (SMILES): O=NOC1=C(CCSc2nnco2)C(=O)OC1=O.O=C1c2ccccc2C(=O)c2ccccc21.O=C1c2ccccc2C(=O)c2ccccc21

Löwdin atomic charges, in units of e: O 0.147; N 0.072; O 0.008; C -0.189; C -0.080; C -0.158; C -0.424; S 1.025; C -0.707; N 0.068; N 0.047; C -0.155; O 0.022; C -0.351; O 0.178; O 0.172; C -0.376; O 0.179; H 0.122; H 0.135; H 0.080; H 0.082; H 0.133; O 0.084; C -0.250; C -0.079; C -0.001; C -0.056; C -0.056; C -0.001; C -0.082; C -0.278; O 0.106; C -0.081; C 0.003; C -0.063; C -0.037; C 0.010; C -0.074; H 0.120; H 0.108; H 0.108; H 0.121; H 0.121; H 0.079; H 0.114; H 0.103; O 0.104; C -0.278; C -0.082; C -0.004; C -0.059; C -0.059; C -0.004; C -0.083; C -0.276; O 0.103; C -0.079; C 0.005; C -0.051; C -0.048; C -0.004; C -0.086; H 0.120; H 0.106; H 0.106; H 0.120; H 0.095; H 0.084; H 0.106; H 0.119

Record 2
Entry from the OMol25 dataset: a molecular structure, C36H23AsAuClN3O4 at a distorted geometry (ωB97M-V with the def2-TZVPD basis set).

CARTESIAN COORDINATES (ANGSTROEM)
Au (0.404, 0.044, 0.258)
O (-5.171, 0.609, -1.205)
C (-4.598, -0.274, -2.000)
O (-5.232, -1.031, -2.678)
C (-3.080, -0.308, -2.028)
C (-2.325, -1.088, -2.904)
Cl (-2.909, -2.062, -4.147)
N (-1.003, -0.859, -2.671)
N (-0.878, 0.005, -1.646)
C (-2.105, 0.348, -1.260)
C (-2.220, 1.349, -0.125)
O (-3.274, 1.909, 0.104)
O (-1.130, 1.564, 0.555)
C (0.202, -1.268, -3.376)
C (1.349, -0.497, -3.201)
C (2.514, -0.798, -3.887)
C (2.555, -1.878, -4.755)
C (1.421, -2.658, -4.910)
C (0.246, -2.363, -4.230)
H (-4.517, 1.148, -0.713)
H (1.331, 0.351, -2.544)
H (3.390, -0.177, -3.740)
H (3.458, -2.110, -5.305)
H (1.437, -3.516, -5.570)
H (-0.602, -3.008, -4.358)
C (0.840, 5.830, 2.658)
C (0.724, 6.092, 1.300)
C (0.843, 5.061, 0.379)
C (1.092, 3.773, 0.841)
C (1.187, 3.499, 2.203)
C (1.068, 4.535, 3.111)
As (1.385, 2.349, -0.401)
C (1.636, 3.069, -2.151)
C (0.668, 3.571, -3.007)
C (1.059, 4.012, -4.263)
C (2.395, 3.922, -4.640)
C (3.351, 3.398, -3.777)
C (2.979, 2.954, -2.516)
C (3.883, 2.351, -1.499)
C (5.258, 2.205, -1.610)
C (5.978, 1.630, -0.569)
C (5.342, 1.194, 0.588)
C (3.966, 1.336, 0.714)
C (3.262, 1.928, -0.321)
H (0.743, 6.639, 3.371)
H (0.540, 7.102, 0.956)
H (0.755, 5.262, -0.679)
H (1.341, 2.484, 2.551)
H (1.147, 4.338, 4.173)
H (-0.369, 3.622, -2.703)
H (0.326, 4.417, -4.948)
H (2.696, 4.260, -5.624)
H (4.386, 3.334, -4.094)
H (5.775, 2.542, -2.502)
H (7.052, 1.521, -0.662)
H (5.916, 0.744, 1.388)
H (3.462, 0.994, 1.609)
N (3.719, -6.259, 2.116)
C (3.187, -5.290, 1.795)
C (2.522, -4.068, 1.398)
C (1.727, -3.388, 2.320)
C (1.070, -2.228, 1.938)
C (1.257, -1.749, 0.643)
C (2.023, -2.433, -0.295)
C (2.672, -3.591, 0.095)
H (1.608, -3.771, 3.324)
H (0.438, -1.712, 2.657)
H (2.140, -2.071, -1.306)
H (3.289, -4.132, -0.611)

Atomic forces in eV per Å
Au -0.1775 -0.3002 0.2070
O -0.0337 -0.1608 -0.1527
C 0.1412 -0.0145 0.0351
O 0.0906 -0.1074 -0.1009
C 0.0092 0.0331 0.0685
C 0.0509 0.3113 -0.1850
Cl 0.0589 0.0025 -0.0528
N 0.2333 -0.5445 -0.0403
N -0.1324 -0.0511 -0.0351
C -0.2013 0.1814 0.2336
C 0.3395 -0.0445 0.2880
O -0.0484 -0.0962 -0.1682
O -0.3689 0.0067 -0.3668
C -0.0993 0.1168 -0.0710
C -0.1462 0.0670 -0.0796
C 0.0438 -0.0214 0.0418
C 0.0113 -0.0246 -0.0287
C -0.0202 -0.0517 -0.0200
C -0.0494 -0.0815 0.2248
H 0.1619 0.3003 0.2195
H -0.0234 0.2443 0.0536
H -0.0455 -0.0021 0.0047
H -0.0437 0.0040 0.0458
H -0.0086 0.0438 0.0331
H -0.0921 -0.0400 -0.0164
C -0.0044 0.0055 0.0174
C -0.0077 -0.0101 0.0035
C 0.0116 -0.0367 0.0828
C -0.1433 -0.0871 0.0739
C -0.0425 -0.0113 -0.0970
C -0.0090 0.0499 0.0255
As 0.7954 0.6108 0.3162
C -0.3704 -0.2839 -0.0072
C 0.0209 0.0267 0.0258
C 0.0272 0.0052 -0.0468
C 0.0273 -0.0059 0.0129
C 0.0782 0.0271 -0.1078
C 0.1855 -0.0678 0.0585
C -0.1006 0.0825 -0.1151
C 0.0988 -0.0283 -0.1033
C 0.0008 -0.0054 0.0071
C 0.0034 0.0017 -0.0674
C -0.0032 0.0343 -0.0358
C -0.1379 -0.0550 0.0215
H 0.0069 -0.0397 -0.0335
H 0.0017 -0.0364 -0.0006
H 0.0091 0.0373 -0.0683
H 0.0214 -0.0096 0.0374
H -0.0068 -0.0065 -0.0471
H -0.0328 0.0092 -0.0031
H 0.0381 -0.0210 0.0316
H -0.0105 -0.0155 0.0581
H -0.0707 0.0184 -0.0003
H -0.0174 -0.0245 0.0742
H -0.0612 0.0075 0.0007
H -0.0185 0.0127 -0.0293
H 0.0016 0.0028 0.0275
N -0.1744 0.3242 -0.1181
C 0.0442 -0.0627 0.0316
C 0.0586 -0.1528 0.1249
C 0.0561 -0.0393 -0.0019
C 0.0100 0.0455 0.0289
C -0.0086 0.1745 -0.3522
C 0.0041 -0.0945 0.1830
C 0.0571 -0.0649 -0.0071
H 0.0238 -0.0264 -0.0234
H 0.0383 -0.0850 -0.1232
H -0.0432 0.0305 -0.0372
H -0.0068 -0.0067 0.0451

## Properties
- Total energy: -4682.2246 a.u.
- Charge: +1
- HOMO level (spin up / spin down): -11.753 / -12.028 eV
- LUMO level (spin up / spin down): -3.06 / -6.74 eV
- Gap between HOMO and LUMO (spin up / spin down): 8.7 / 5.3 eV
- Spin multiplicity: 3

Löwdin atomic charges, in units of e: Au 1.024; O 0.154; C -0.492; O 0.101; C -0.025; C -0.542; Cl 0.895; N -0.025; N 0.020; C -0.127; C -0.537; O 0.109; O -0.201; C -0.161; C -0.057; C -0.066; C -0.062; C -0.053; C -0.032; H 0.059; H 0.055; H 0.109; H 0.114; H 0.118; H 0.066; C -0.051; C -0.054; C -0.077; C -0.355; C -0.102; C -0.056; As 1.398; C -0.323; C -0.079; C -0.053; C -0.039; C -0.003; C -0.195; C -0.193; C -0.006; C -0.044; C -0.056; C -0.083; C -0.298; H 0.116; H 0.116; H 0.100; H 0.099; H 0.115; H 0.116; H 0.116; H 0.118; H 0.117; H 0.117; H 0.117; H 0.115; H 0.101; N 0.181; C -0.163; C -0.209; C -0.015; C -0.103; C -0.274; C -0.084; C -0.011; H 0.130; H 0.105; H 0.082; H 0.129

- Which of these has the highest total energy?
  C36H21N3O10S